{"formula": "C53H71BiFN13O8SSi", "method": "ωB97M-V/def2-TZVPD", "mol_weight_g_mol": 1306.4, "e_tot_ev": -119131.955, "gap_ev": 7.475, "charge": 2, "symbols": ["Bi", "C", "C", "N", "C", "C", "N", "C", "C", "C", "C", "C", "N", "C", "C", "N", "C", "C", "N", "C", "C", "C", "N", "C", "C", "H", "H", "H", "H", "H", "H", "H", "H", "H", "H", "H", "H", "N", "C", "C", "C", "C", "N", "C", "N", "N", "C", "O", "O", "H", "H", "H", "H", "H", "H", "H", "H", "H", "H", "H", "H", "H", "H", "F", "C", "C", "C", "C", "O", "C", "C", "N", "C", "C", "C", "C", "C", "C", "N", "C", "C", "N", "C", "C", "C", "O", "O", "H", "H", "H", "H", "H", "H", "H", "H", "H", "H", "H", "H", "H", "H", "H", "H", "H", "H", "C", "C", "C", "C", "O", "Si", "S", "O", "C", "C", "C", "C", "O", "C", "C", "C", "C", "H", "H", "H", "H", "H", "H", "H", "H", "H", "H", "H", "H", "H", "H", "H", "H", "H", "H", "H", "H", "H", "H", "H", "H", "H", "H", "H"], "coordinates": [[0.9770, -0.8396, -0.9052], [-0.4231, 2.3253, 2.4287], [-0.2048, 1.6513, 1.2356], [0.9541, 1.0468, 1.0043], [1.9016, 1.1070, 1.9377], [1.6747, 1.8056, 3.1174], [0.5144, 2.4039, 3.3664], [3.1454, 0.3172, 1.7087], [4.3994, 0.7935, 2.0562], [5.4990, -0.0396, 1.8829], [5.2777, -1.3200, 1.3906], [3.9871, -1.7160, 1.0529], [2.9441, -0.8983, 1.1967], [3.6918, -3.0577, 0.4805], [4.6035, -4.1071, 0.5101], [4.3475, -5.2769, -0.0658], [3.1707, -5.4140, -0.6589], [2.2377, -4.3810, -0.6632], [2.5043, -3.2096, -0.1084], [6.8697, 0.4291, 2.1991], [7.2852, 1.7030, 1.8328], [8.5808, 2.0940, 2.1375], [9.4511, 1.3155, 2.7742], [9.0451, 0.0992, 3.1282], [7.7752, -0.3903, 2.8617], [-1.3676, 2.8143, 2.6342], [-0.9492, 1.5959, 0.4455], [2.4389, 1.8727, 3.8834], [4.5218, 1.7878, 2.4661], [6.1195, -1.9790, 1.2333], [5.5564, -4.0281, 1.0178], [2.9777, -6.3515, -1.1647], [1.2717, -4.4865, -1.1411], [6.6241, 2.3738, 1.2984], [8.9379, 3.0772, 1.8537], [9.7696, -0.5120, 3.6539], [7.4924, -1.3838, 3.1868], [3.2499, -1.1579, -2.1529], [3.2667, -2.3615, -3.0066], [3.6371, -2.0135, -4.4559], [2.6338, -1.0881, -5.1746], [1.6834, -1.7623, -6.1685], [0.5372, -2.4877, -5.6358], [-0.5257, -1.9664, -5.0275], [-0.7102, -0.6528, -4.9419], [-1.4762, -2.7855, -4.5742], [1.9117, -3.0773, -3.0029], [1.8560, -4.2024, -3.4849], [0.8991, -2.4207, -2.5522], [3.1840, -0.3212, -2.7274], [4.0939, -1.0692, -1.5979], [3.9959, -3.0724, -2.6173], [3.7788, -2.9389, -5.0161], [4.6085, -1.5161, -4.4189], [3.1981, -0.3725, -5.7751], [2.0769, -0.4923, -4.4453], [2.2467, -2.4983, -6.7408], [1.3259, -1.0233, -6.8901], [0.6867, -3.4702, -5.4614], [0.0383, -0.0098, -5.1392], [-1.4317, -0.3012, -4.3278], [-1.2353, -3.7608, -4.4896], [-2.1019, -2.4497, -3.8485], [-0.7141, -1.5109, 6.2619], [-1.5859, -1.6462, 5.2335], [-1.1359, -1.5328, 3.9557], [-2.0037, -1.7668, 2.8839], [-1.4943, -1.6366, 1.5066], [-0.3099, -1.3548, 1.2946], [-2.4786, -1.8684, 0.4838], [-3.7272, -2.2802, 0.8220], [-4.1823, -2.4067, 2.0905], [-5.4960, -2.9570, 2.3426], [-6.6025, -2.0677, 2.8337], [-6.6308, -2.6119, 1.4359], [-3.3248, -2.1351, 3.1495], [-3.7778, -2.2115, 4.4766], [-2.9253, -1.9517, 5.5332], [-3.3348, -2.0443, 6.8771], [-4.6429, -2.6194, 7.1497], [-4.8343, -2.6861, 8.6679], [-3.4741, -2.8308, 9.2841], [-2.7106, -1.5358, 9.1558], [-3.0331, -0.9407, 7.7833], [-2.1776, -1.6952, -0.9749], [-2.8035, -2.3660, -1.7925], [-1.2834, -0.8188, -1.2560], [-0.0994, -1.2944, 3.7530], [-4.4217, -2.5388, 0.0354], [-5.4633, -3.9670, 2.7343], [-6.3874, -1.0130, 2.9460], [-7.2912, -2.4729, 3.5630], [-6.4539, -1.9087, 0.6343], [-7.3263, -3.4020, 1.1938], [-4.8101, -2.4665, 4.6565], [-4.6737, -3.6259, 6.7282], [-5.4721, -2.0452, 6.7174], [-5.4624, -3.5237, 8.9590], [-5.2648, -1.7745, 9.0759], [-2.9626, -3.5435, 8.7593], [-3.5232, -3.1313, 10.2571], [-1.6536, -1.7689, 9.2603], [-3.0183, -0.8802, 9.9677], [-2.1758, -0.3741, 7.4403], [-3.8780, -0.2447, 7.8455], [-0.9438, 2.4034, -6.7697], [-0.2868, 3.1201, -5.5987], [1.2324, 3.0255, -5.6818], [-0.7346, 4.5783, -5.5763], [-0.7546, 2.4472, -4.4081], [-0.3421, 2.5708, -2.8326], [1.2497, 1.1871, -2.4340], [-1.5925, 2.1067, -1.9175], [-3.0243, 2.2371, -2.0126], [-3.5270, 2.3030, -0.5780], [-3.5496, 0.9912, -2.7153], [-3.4309, 3.4822, -2.7877], [0.2711, 4.0331, -2.5694], [0.5710, 5.0278, -1.5877], [1.8580, 5.6976, -2.0469], [-0.5636, 6.0382, -1.5242], [0.7671, 4.3478, -0.2366], [-0.7540, 2.9498, -7.6944], [-2.0229, 2.3474, -6.6189], [-0.5584, 1.3905, -6.8906], [1.6021, 3.6406, -6.5033], [1.5528, 1.9943, -5.8497], [1.6908, 3.3796, -4.7562], [-0.4478, 5.0689, -6.5070], [-0.2757, 5.1095, -4.7442], [-1.8200, 4.6389, -5.4782], [-3.2350, 1.3958, -0.0423], [-4.6137, 2.3927, -0.5560], [-3.0959, 3.1676, -0.0682], [-3.1371, 0.0935, -2.2527], [-3.2729, 1.0139, -3.7721], [-4.6388, 0.9513, -2.6523], [-3.0712, 4.3873, -2.3019], [-4.5186, 3.5364, -2.8484], [-3.0318, 3.4465, -3.8018], [1.7115, 6.1877, -3.0106], [2.6474, 4.9517, -2.1545], [2.1762, 6.4460, -1.3200], [-0.7446, 6.4784, -2.5055], [-0.3152, 6.8375, -0.8246], [-1.4795, 5.5604, -1.1794], [1.5718, 3.6102, -0.3024], [-0.1542, 3.8423, 0.0670], [1.0265, 5.0838, 0.5251]]}



{"formula": "C53H77BrF7N5O11PS", "method": "ωB97M-V/def2-TZVPD", "mol_weight_g_mol": 1236.2, "e_tot_ev": -195334.342, "gap_ev": 5.388, "charge": -1, "symbols": ["O", "C", "O", "C", "C", "C", "C", "C", "C", "C", "F", "F", "C", "F", "F", "C", "F", "F", "F", "C", "O", "C", "C", "C", "C", "C", "C", "C", "C", "C", "C", "C", "C", "C", "C", "N", "C", "C", "C", "C", "C", "N", "C", "S", "C", "C", "P", "O", "Br", "C", "C", "O", "H", "H", "H", "H", "H", "H", "H", "H", "H", "H", "H", "H", "H", "H", "H", "H", "H", "H", "H", "H", "H", "H", "H", "H", "H", "H", "H", "H", "H", "H", "H", "H", "C", "O", "C", "C", "N", "C", "C", "O", "C", "H", "H", "H", "H", "H", "H", "H", "H", "H", "H", "H", "H", "H", "H", "H", "C", "O", "C", "C", "N", "C", "C", "O", "C", "H", "H", "H", "H", "H", "H", "H", "H", "H", "H", "H", "H", "H", "H", "H", "C", "O", "C", "C", "N", "C", "C", "O", "C", "H", "H", "H", "H", "H", "H", "H", "H", "H", "H", "H", "H", "H", "H", "H"], "coordinates": [[-3.2189, -4.5219, 4.3186], [-3.1678, -4.4061, 2.9748], [-4.3353, -4.7303, 2.1226], [-1.7877, -3.9495, 2.2104], [-0.4770, -4.9667, 2.4224], [0.9413, -4.6377, 1.6692], [0.9991, -3.2614, 0.7201], [-0.3028, -2.2568, 0.5176], [-1.7515, -2.6029, 1.2766], [-2.9973, -1.5816, 0.9758], [-2.5171, -0.4154, 0.1438], [-3.9453, -2.3248, 0.0818], [-3.7024, -0.9288, 2.3035], [-4.8724, -1.7385, 2.8105], [-4.3205, 0.3717, 1.8450], [-2.6467, -0.5088, 3.5022], [-2.4747, -1.5638, 4.5449], [-3.2977, 0.6519, 4.2164], [-1.3477, 0.0350, 2.9889], [2.4725, -3.0213, -0.0350], [3.0583, -1.8233, -0.1047], [3.1545, -4.4250, -0.6377], [3.8393, -4.4453, -2.1309], [3.9507, -3.1099, -3.1299], [2.4225, -2.8544, -3.7233], [1.7676, -1.4152, -3.2715], [2.7453, -0.1153, -3.4931], [1.9670, 1.2966, -3.0906], [1.8050, 1.4174, -1.4556], [3.2367, 1.6555, -0.6845], [3.4153, 3.1987, -0.1380], [2.5303, 3.3293, 1.2623], [3.4779, 3.4295, 2.6047], [4.5597, 2.2077, 2.7686], [3.9676, 0.9997, 3.7313], [4.9266, -0.1686, 3.8263], [5.8658, -0.7666, 2.7780], [6.7536, -2.0656, 3.3090], [6.2838, -2.2114, 4.8857], [5.1615, -1.0307, 5.0729], [4.4445, -5.8940, -2.6646], [5.0554, -6.0021, -4.0497], [4.1961, -6.7437, -4.8695], [2.9098, -7.4540, -5.7612], [4.3953, -7.2713, -1.7285], [3.7005, -7.2318, -0.2358], [3.5322, -8.7680, 0.9134], [2.8445, -10.1294, 0.0042], [5.6282, -9.3666, 1.6894], [3.0827, -5.8100, 0.2976], [2.3021, -5.6066, 1.7630], [2.7090, -6.1993, 2.9056], [-0.5557, -5.9255, 3.0911], [-0.1442, -1.3214, -0.1833], [4.6217, -3.3322, -4.0919], [4.3788, -2.2013, -2.5238], [2.3744, -2.9167, -4.8985], [1.6795, -3.6988, -3.3298], [1.3359, -1.4635, -2.1677], [0.8163, -1.2543, -3.9710], [3.7409, -0.1445, -2.8759], [2.9678, -0.0583, -4.6623], [0.9138, 1.3802, -3.6314], [2.6347, 2.2028, -3.4683], [1.0923, 2.3220, -1.1943], [1.3077, 0.4563, -0.9789], [3.2951, 0.9558, 0.2619], [4.1864, 1.3955, -1.3584], [4.5575, 3.3889, 0.0784], [3.0100, 3.9330, -0.9793], [1.7504, 2.4483, 1.3104], [1.9342, 4.3398, 1.1736], [4.0323, 4.4680, 2.6325], [2.7584, 3.3877, 3.5304], [4.9132, 1.7324, 1.7366], [5.5430, 2.6305, 3.2923], [2.9230, 0.6188, 3.3185], [3.8142, 1.4131, 4.8372], [5.9472, -0.3724, 1.6749], [7.5297, -2.6948, 2.6914], [6.6886, -3.0052, 5.6709], [4.6348, -0.8635, 6.1107], [4.8292, -8.2991, -2.1368], [2.8380, -10.8909, 0.6804], [11.4845, 5.3211, 6.4471], [10.4402, 4.8596, 7.2949], [9.6021, 5.9099, 7.7897], [8.2157, 5.8600, 7.1244], [8.2776, 6.2553, 5.7117], [7.0621, 5.9475, 4.9529], [6.6299, 4.4677, 4.8536], [7.5077, 3.6533, 4.0728], [8.6548, 3.1883, 4.7682], [12.1894, 4.4985, 6.2981], [11.0934, 5.6097, 5.4688], [12.0218, 6.1608, 6.8974], [10.0659, 6.8962, 7.6903], [9.4685, 5.7149, 8.8613], [7.5332, 6.5368, 7.6571], [7.8373, 4.8427, 7.2302], [9.0574, 5.7827, 5.2686], [7.2306, 6.3152, 3.9345], [6.2296, 6.5343, 5.3641], [5.6684, 4.4502, 4.3266], [6.4404, 4.0119, 5.8294], [8.4526, 2.9912, 5.8234], [9.4705, 3.9060, 4.6571], [8.9823, 2.2545, 4.3002], [-10.0120, -4.3159, -3.6046], [-10.1611, -4.0526, -2.2150], [-9.1008, -4.5898, -1.4165], [-8.1986, -3.4648, -0.8804], [-7.4000, -2.8537, -1.9502], [-6.7510, -1.5971, -1.5658], [-7.6553, -0.4230, -1.1295], [-8.4456, 0.1298, -2.1846], [-9.6415, -0.5836, -2.4612], [-10.9546, -4.0678, -4.1002], [-9.2294, -3.6890, -4.0382], [-9.7906, -5.3712, -3.7888], [-8.5253, -5.3551, -1.9467], [-9.5811, -5.0747, -0.5573], [-7.5226, -3.8747, -0.1170], [-8.8436, -2.7264, -0.4026], [-7.9980, -2.6716, -2.7483], [-6.1727, -1.2675, -2.4363], [-6.0254, -1.8028, -0.7673], [-6.9921, 0.3878, -0.8050], [-8.2763, -0.6620, -0.2617], [-10.0829, -1.0233, -1.5640], [-9.4486, -1.3505, -3.2144], [-10.3642, 0.1162, -2.8928], [-7.6406, 5.8444, -7.3956], [-7.2822, 5.8417, -6.0195], [-8.4043, 5.7165, -5.1388], [-8.4256, 4.3276, -4.4772], [-8.7648, 3.2730, -5.4408], [-8.5139, 1.9148, -4.9507], [-7.0644, 1.5439, -4.5659], [-6.1645, 1.4750, -5.6744], [-5.6474, 2.7293, -6.0927], [-6.7669, 6.1586, -7.9734], [-7.9200, 4.8418, -7.7275], [-8.4572, 6.5449, -7.5934], [-9.3524, 5.9451, -5.6355], [-8.2574, 6.4636, -4.3487], [-9.1661, 4.3239, -3.6652], [-7.4409, 4.1570, -4.0405], [-8.2245, 3.4105, -6.2875], [-8.8324, 1.2334, -5.7477], [-9.1705, 1.7210, -4.0918], [-7.0938, 0.5299, -4.1494], [-6.6578, 2.1774, -3.7727], [-5.5025, 3.4206, -5.2594], [-6.3032, 3.1657, -6.8491], [-4.6772, 2.5565, -6.5694]]}